(1)
9
Properties=species:S:1:pos:R:3 method="wB97M-V/def2-TZVPD" max_force_ha_per_bohr=0.0541 homo_ev="-8.57 / -7.02"
C 0.30226 -1.35298 -0.82273
C -0.27200 1.30342 1.09655
N 0.48438 -1.86309 -1.86698
O 0.51374 1.11167 0.03407
H -0.01200 -1.47919 0.19859
H 0.08018 1.17709 2.13347
H -1.18574 0.57071 1.04700
H -0.69363 2.36213 1.02478
H 0.78281 -1.82976 -2.84475



(2)
12
Properties=species:S:1:pos:R:3 method="wB97M-V/def2-TZVPD" max_force_ha_per_bohr=0.0844 total_charge=+1 homo_ev=-14.08
H -2.25224 -0.28882 0.71966
N -1.35913 -0.57966 0.65276
C -0.41785 0.02273 0.12503
N -0.27138 1.23118 -0.35677
C 0.90582 -0.95200 0.04674
N 2.26669 -0.56998 -0.24717
N 3.19607 -0.06265 0.11952
O 4.25696 0.13217 0.41522
H 0.53012 1.55989 -0.80414
H -0.93808 1.92767 -0.34969
H 0.82499 -1.46541 0.96173
H 0.38464 -1.45692 -0.81292



(3)
91
Properties=species:S:1:pos:R:3 method="wB97M-V/def2-TZVPD" max_force_ha_per_bohr=0.0097 total_charge=+1 homo_ev="-10.57 / -10.64" spin_multiplicity=2
Tc -1.16880 0.89602 -1.58902
C 1.18789 3.46252 1.09538
C 0.12592 2.59523 0.88182
N 0.01944 2.28830 -0.41724
N 1.01003 2.96205 -1.04832
C 1.72402 3.66250 -0.16268
B 1.25583 2.80776 -2.55812
N 1.56967 1.32888 -2.85083
C 2.62311 0.76930 -3.45039
C 2.39320 -0.59030 -3.57025
C 1.13998 -0.77888 -3.00269
N 0.64977 0.38688 -2.56803
N -0.05420 3.14993 -3.29058
C -0.29930 4.03260 -4.26337
C -1.62747 3.92361 -4.63663
C -2.13896 2.92407 -3.81922
N -1.18077 2.46226 -3.00984
H 1.52146 3.88129 2.02795
H -0.56507 2.19347 1.60073
H 2.55667 4.26314 -0.48839
H 2.14827 3.51548 -2.91804
H 3.45919 1.37407 -3.75951
H 3.04045 -1.33063 -4.00528
H 0.56690 -1.68558 -2.89039
H 0.48407 4.67980 -4.62037
H -2.14760 4.48812 -5.38914
H -3.13348 2.51328 -3.77262
C 0.39431 -1.54321 1.17981
C 1.39276 -0.60235 1.84669
As 2.66336 0.14355 0.52865
C 3.81280 -1.44353 0.52630
C 3.66414 -2.37342 -0.49860
C 4.40396 -3.54971 -0.50428
C 5.31191 -3.79940 0.51287
C 5.47443 -2.87312 1.53490
C 4.72800 -1.70405 1.54378
C 3.73619 1.26618 1.70401
C 3.49206 1.44397 3.06097
C 4.28663 2.30228 3.81260
C 5.33412 2.98628 3.21498
C 5.58842 2.80975 1.86090
C 4.79021 1.95905 1.11173
As -1.24499 -0.69240 0.51054
C -2.00339 -0.01306 2.17153
C -1.89039 -0.80054 3.31707
C -2.45700 -0.38801 4.51264
C -3.15040 0.81278 4.57784
C -3.27722 1.59586 3.44187
C -2.70802 1.18348 2.24367
C -2.33654 -2.27402 0.27904
C -1.84016 -3.34635 -0.45672
C -2.60477 -4.49171 -0.61823
C -3.87111 -4.56652 -0.05281
C -4.37264 -3.49356 0.66795
C -3.60815 -2.34653 0.83485
H 0.02973 -2.29090 1.88373
H 0.84513 -2.09517 0.35114
H 1.98357 -1.15876 2.57608
H 0.88076 0.20087 2.38078
H 2.97346 -2.17282 -1.30913
H 4.27750 -4.26491 -1.30721
H 5.89670 -4.70980 0.50795
H 6.18698 -3.06119 2.32771
H 4.86723 -0.98848 2.34577
H 2.68510 0.91458 3.55199
H 4.08847 2.43012 4.86922
H 5.95394 3.65120 3.80184
H 6.40861 3.33563 1.38940
H 4.99432 1.82937 0.05349
H -1.37754 -1.75278 3.28748
H -2.36138 -1.01012 5.39263
H -3.59310 1.13358 5.51141
H -3.82021 2.53096 3.48137
H -2.82179 1.80750 1.36864
H -0.85561 -3.29818 -0.90864
H -2.20959 -5.32790 -1.18013
H -4.46534 -5.46255 -0.17516
H -5.36103 -3.54607 1.10582
H -4.00295 -1.51742 1.40948
S -2.10823 -0.81182 -2.79033
C -3.73340 -0.94657 -2.28085
C -4.51819 -2.05238 -2.67238
C -5.83498 -2.11187 -2.31280
C -6.41699 -1.07468 -1.55148
C -5.67655 0.00685 -1.15994
C -4.31214 0.08988 -1.51208
S -3.39132 1.47459 -1.09688
H -4.05988 -2.84087 -3.25488
H -6.43881 -2.95820 -2.61156
H -7.46255 -1.13642 -1.28006
H -6.11866 0.80789 -0.58191



(4)
20
Properties=species:S:1:pos:R:3 method="wB97M-V/def2-TZVPD" max_force_ha_per_bohr=0.0930 total_charge=-1 homo_ev="1.18 / -5.45" spin_multiplicity=2
C -1.61046 0.47415 0.86164
C -0.44061 -0.47585 0.65244
C 0.54229 -0.84295 1.86913
N 0.17905 -0.13765 -0.57536
C 1.30381 0.69826 -0.44093
O 2.58328 -0.02017 -0.49209
H -1.58659 1.21289 1.62645
H -2.03792 1.07598 -0.05705
H -2.38447 -0.13042 1.30226
H -0.79271 -1.46492 0.43767
H 0.65962 -1.95379 1.87816
H 1.51197 -0.43539 1.70999
H -0.02817 -0.69182 2.79548
H 0.30165 -0.94029 -1.21230
H 1.47702 1.47101 -1.19764
H 1.18970 1.12294 0.50855
H 3.13534 0.54897 -0.90473
H -1.37080 0.37743 -2.14050
H -1.68509 -0.07268 -3.61560
O -0.94692 0.18432 -3.00558



(5)
11
Properties=species:S:1:pos:R:3 method="wB97M-V/def2-TZVPD" max_force_ha_per_bohr=0.0536 total_charge=+1 homo_ev="-14.10 / -13.71" spin_multiplicity=2
S 2.71950 -2.46365 0.63747
S 1.21855 -2.18788 -0.90176
H 2.02081 -3.47132 1.24780
H 0.85824 -0.91712 -0.61072
C -1.52028 1.34751 -0.19230
N -0.12471 0.89297 0.01007
H -2.29274 0.48013 -0.42641
H -1.54882 1.98696 -1.10468
H -1.87135 2.08663 0.54101
H -0.04752 0.61081 0.95335
H 0.58830 1.63497 -0.15383



(6)
69
Properties=species:S:1:pos:R:3 method="wB97M-V/def2-TZVPD" max_force_ha_per_bohr=0.0084 total_charge=+1 homo_ev=-10.42
Ir 0.44616 -0.00661 -0.36589
C 0.38911 -2.85186 -0.97627
N 1.33818 -1.73052 -1.21022
C 2.62729 -1.87205 -0.48836
C 3.25242 -0.52152 -0.22630
C 4.61185 -0.38844 -0.02681
C 5.12552 0.85694 0.30247
C 4.26729 1.93529 0.40556
C 2.91610 1.73924 0.19252
N 2.42072 0.53621 -0.11660
C 1.51382 -1.55064 -2.68218
C 1.26244 -0.15004 -3.16080
C 1.62640 0.24495 -4.43584
C 1.31892 1.52643 -4.85854
C 0.66783 2.37935 -3.98203
C 0.35137 1.92567 -2.71834
N 0.62758 0.67635 -2.31780
C -1.00858 -2.36316 -1.22898
C -1.99430 -3.20512 -1.70003
C -3.28004 -2.71753 -1.87242
C -3.52331 -1.38302 -1.60951
C -2.48314 -0.59070 -1.16265
N -1.25710 -1.06602 -0.94586
H 0.49386 -3.18687 0.05324
H 0.62525 -3.70188 -1.62195
H 3.31869 -2.50622 -1.04837
H 2.41232 -2.35258 0.46930
H 5.25557 -1.25206 -0.12349
H 6.18710 0.98016 0.46942
H 4.62536 2.92175 0.66034
H 2.20162 2.54508 0.26005
H 0.79830 -2.20154 -3.18741
H 2.50900 -1.88426 -2.98102
H 2.14362 -0.44997 -5.08382
H 1.59261 1.85543 -5.85176
H 0.41547 3.39385 -4.25485
H -0.10839 2.56339 -1.98249
H -1.75510 -4.23778 -1.91442
H -4.07053 -3.36753 -2.22189
H -4.50162 -0.94533 -1.74684
H -2.61712 0.45989 -0.98202
F -6.14403 3.79190 -0.65478
C -4.90313 3.39585 -0.40873
C -3.84599 3.93231 -1.12154
F -4.07294 4.85752 -2.05027
C -2.55631 3.50315 -0.85853
F -1.57501 4.09121 -1.55934
C -2.26780 2.53100 0.09148
Se -0.47594 2.12021 0.66135
C -3.35531 2.03988 0.81137
F -3.16932 1.11740 1.75801
C -4.65549 2.44477 0.56723
F -5.66783 1.92676 1.25830
O 1.63136 1.18962 2.46522
C 0.96140 0.19135 2.63083
N 0.56263 -0.66542 1.61455
S -0.15631 -2.02256 2.21338
O -1.48702 -2.18080 1.69833
O 0.73206 -3.15179 2.02607
C -0.13158 -1.51291 3.88862
C -0.59589 -2.18311 5.00202
C -0.43998 -1.54414 6.22544
C 0.17146 -0.29564 6.31199
C 0.65383 0.34629 5.17930
C 0.48789 -0.28488 3.96016
H -1.06364 -3.15494 4.92625
H -0.79771 -2.02476 7.12591
H 0.27582 0.17525 7.28016
H 1.14225 1.30978 5.23009